Entry from the Open Molecules 2025 dataset: a structure of composition C17H15AsBrN4RhS4 (ωB97M-V/def2-TZVPD).

Results
E_HOMO (eV): -6.6
Kohn-Sham gap (eV): 4.92
Relative energy (zero: lowest compared OMol25 entry of this formula, charge and spin) (kJ/mol): 0.0
Molecular weight (g/mol): 661.3

Last column: natural (NBO) charge in e.
Cartesian coordinates (Å):
Rh: -0.65365 -0.14371 -0.07079  0.4143
C: 1.28973 5.01192 -1.65196  -0.1766
C: 1.08101 4.40390 -2.88443  -0.2132
C: 0.55232 3.12766 -2.95155  -0.2148
C: 0.24677 2.45839 -1.76989  0.1550
C: 0.44903 3.06040 -0.53620  -0.1854
C: 0.96996 4.34141 -0.48014  -0.2026
N: -0.30349 1.13739 -1.77620  -0.1196
N: -0.67516 0.73280 -2.89324  -0.1669
C: -1.38998 -0.48278 -2.86521  0.2909
C: -1.85618 -0.99268 -4.06593  -0.2060
C: -2.66554 -2.11465 -4.02598  -0.1519
C: -2.99520 -2.66592 -2.79646  -0.2378
C: -2.47544 -2.09855 -1.64547  0.0775
N: -1.66507 -1.04243 -1.68633  -0.4280
H: 1.69755 6.01339 -1.60774  0.2186
H: 1.32915 4.92967 -3.79679  0.2186
H: 0.38452 2.64771 -3.90379  0.2337
H: 0.18016 2.52439 0.36137  0.2399
H: 1.11922 4.81620 0.48009  0.2258
H: -1.59746 -0.49316 -4.98796  0.2430
H: -3.05493 -2.54008 -4.94096  0.2305
H: -3.65473 -3.51839 -2.72019  0.2358
H: -2.71054 -2.47673 -0.65921  0.2300
C: 0.76106 -5.26588 -1.37293  -0.6317
C: 1.33384 -3.88216 -1.25793  -0.0505
C: 2.60943 -3.55680 -1.70475  -0.1411
C: 3.08240 -2.26988 -1.54514  -0.2653
C: 2.24696 -1.32680 -0.96480  0.1626
Br: 2.94851 0.39082 -0.64310  0.1077
N: 1.00780 -1.59267 -0.57352  -0.4765
C: 0.59000 -2.86112 -0.69503  0.0653
H: 1.54494 -6.00113 -1.54794  0.2238
H: 0.05366 -5.32893 -2.20202  0.2253
H: 0.23050 -5.54537 -0.46292  0.2315
H: 3.24117 -4.31337 -2.15413  0.2240
H: 4.08103 -1.98771 -1.84248  0.2419
H: -0.39610 -3.05894 -0.29669  0.2140
S: -2.42758 1.26658 0.33893  -0.5080
As: -1.79624 2.06620 2.38790  0.5807
S: -0.89075 -1.30811 1.91050  -0.1850
S: 0.18091 0.39853 2.02379  -0.1091
S: -3.01449 1.16357 3.76652  -0.6206